{
  "formula": "C34H104N14O18",
  "method": "ωB97M-V/def2-TZVPD",
  "species": ["C", "C", "C", "O", "H", "H", "H", "H", "H", "H", "H", "H", "C", "C", "C", "O", "H", "H", "H", "H", "H", "H", "H", "H", "C", "C", "C", "O", "H", "H", "H", "H", "H", "H", "H", "H", "C", "C", "C", "O", "H", "H", "H", "H", "H", "H", "H", "H", "C", "C", "C", "O", "H", "H", "H", "H", "H", "H", "H", "H", "C", "C", "C", "O", "H", "H", "H", "H", "H", "H", "H", "H", "C", "C", "C", "O", "H", "H", "H", "H", "H", "H", "H", "H", "C", "C", "C", "O", "H", "H", "H", "H", "H", "H", "H", "H", "C", "C", "C", "O", "H", "H", "H", "H", "H", "H", "H", "H", "C", "O", "N", "N", "H", "H", "H", "H", "C", "O", "N", "N", "H", "H", "H", "H", "C", "O", "N", "N", "H", "H", "H", "H", "C", "O", "N", "N", "H", "H", "H", "H", "C", "O", "N", "N", "H", "H", "H", "H", "C", "O", "N", "N", "H", "H", "H", "H", "C", "O", "N", "N", "H", "H", "H", "H", "O", "H", "H", "O", "H", "H"],
  "coordinates": [[6.49357, -4.01042, -4.75470], [5.45811, -4.75330, -3.88040], [6.05134, -5.65667, -2.85300], [4.48808, -3.88228, -3.33353], [7.09663, -4.73145, -5.29169], [7.11997, -3.39647, -4.13088], [6.05333, -3.31109, -5.44143], [4.89999, -5.39312, -4.56237], [5.47819, -6.53648, -2.58492], [6.38098, -5.06713, -1.96041], [6.92538, -6.09370, -3.39351], [4.57043, -3.86475, -2.33253], [2.90844, 3.16923, 5.67229], [2.35410, 2.23413, 4.49625], [1.62287, 0.96825, 5.05259], [1.34548, 2.94627, 3.81166], [3.65508, 3.81150, 5.18410], [3.45270, 2.57520, 6.43587], [2.17686, 3.69299, 6.19394], [3.18355, 1.91068, 3.89518], [2.07978, 0.43978, 5.84641], [1.22163, 0.28245, 4.31104], [0.70047, 1.37424, 5.52921], [1.54396, 3.14062, 2.84356], [1.25400, 2.38152, -3.54802], [-0.01245, 1.71271, -3.11516], [-1.11141, 2.70214, -3.39043], [-0.17807, 0.57019, -3.86115], [1.38560, 3.32484, -3.07034], [1.10484, 2.61726, -4.57857], [2.15629, 1.81276, -3.36854], [0.05271, 1.44727, -2.02684], [-1.08444, 2.88402, -4.48619], [-0.89900, 3.58720, -2.86396], [-2.09444, 2.28021, -3.12687], [-1.10130, 0.23432, -3.71673], [5.20130, 2.76439, -2.51685], [4.81308, 4.21016, -2.15887], [5.91434, 5.19496, -2.46271], [3.62106, 4.55707, -2.79026], [5.90531, 2.46272, -1.80758], [5.60270, 2.70939, -3.56560], [4.37299, 2.11678, -2.52076], [4.55254, 4.20262, -1.09659], [6.84657, 4.73055, -2.25960], [5.84546, 6.15338, -1.97688], [5.90022, 5.42511, -3.55859], [3.68167, 4.24842, -3.71949], [-0.08219, 4.71207, 0.71764], [1.41283, 4.29467, 0.40623], [2.32869, 5.42718, 0.68523], [1.71619, 3.09097, 1.10879], [-0.54052, 3.72224, 0.88780], [-0.62995, 5.27623, -0.02974], [0.02671, 5.29008, 1.67978], [1.56232, 4.08457, -0.65600], [2.18793, 6.22078, -0.05222], [3.39651, 5.10067, 0.70326], [2.18174, 5.83466, 1.69729], [2.43203, 2.55012, 0.62449], [-3.85586, 3.45718, 0.26137], [-4.37895, 4.24508, 1.47834], [-5.54040, 5.18412, 1.04104], [-4.98295, 3.29550, 2.40792], [-3.26958, 2.57715, 0.52523], [-3.10403, 4.09023, -0.26623], [-4.59637, 3.07554, -0.43607], [-3.52221, 4.74556, 1.88720], [-5.30063, 5.58153, 0.03432], [-5.80521, 5.86826, 1.88291], [-6.42367, 4.53361, 0.85981], [-4.94367, 3.60900, 3.34025], [-1.55742, 0.23636, 1.07620], [-1.02362, -0.42873, -0.13998], [0.41831, -0.08790, -0.37254], [-1.15256, -1.83354, 0.08526], [-1.71611, 1.32475, 1.01416], [-0.91153, 0.03046, 1.95271], [-2.47789, -0.22802, 1.39483], [-1.61422, -0.14886, -1.10077], [0.66889, 0.85058, 0.07006], [0.70329, -0.24407, -1.35921], [0.97778, -0.84622, 0.14035], [-0.28799, -2.24486, 0.05680], [-5.28373, -0.09305, -0.13384], [-5.65008, -1.49761, 0.35148], [-4.56649, -2.54667, 0.46889], [-6.29185, -1.32143, 1.61825], [-4.59090, 0.32298, 0.62802], [-6.18367, 0.51576, -0.29919], [-4.79040, -0.21175, -1.09999], [-6.21345, -2.02346, -0.40506], [-4.85359, -3.56698, 0.68335], [-3.83467, -2.23677, 1.19878], [-4.24851, -2.61932, -0.58764], [-6.68216, -2.13991, 1.91477], [-3.78049, -4.56885, -6.11265], [-3.64582, -3.88338, -4.70998], [-3.94245, -4.78983, -3.49114], [-2.44162, -3.18031, -4.49109], [-3.11338, -5.40221, -6.29067], [-3.70742, -3.77866, -6.86303], [-4.75862, -5.05509, -6.21395], [-4.46472, -3.15721, -4.88796], [-3.96769, -4.13699, -2.60885], [-3.21766, -5.57412, -3.36186], [-4.93193, -5.30067, -3.59959], [-1.81501, -3.56204, -5.12688], [-1.26598, -1.81124, 5.09547], [-0.44667, -2.67790, 5.25154], [-2.32952, -1.82043, 4.33230], [-1.12653, -0.64651, 5.74393], [-3.07590, -1.12120, 4.43884], [-2.45564, -2.58065, 3.71584], [-1.79901, 0.08406, 5.71614], [-0.37937, -0.44644, 6.38486], [-1.81965, 3.85387, 4.54915], [-2.96701, 3.94652, 5.01038], [-0.80409, 4.65822, 4.80647], [-1.51847, 2.90034, 3.65809], [0.08292, 4.50669, 4.37825], [-0.94527, 5.48209, 5.35747], [-0.55657, 2.64755, 3.63776], [-2.15558, 2.10629, 3.64419], [3.73516, 0.25573, 0.35830], [3.61459, 1.48892, 0.36119], [4.11675, -0.37181, 1.48545], [3.49707, -0.51843, -0.75587], [3.97422, -1.32919, 1.60617], [4.09467, 0.24688, 2.29385], [3.07839, -0.05707, -1.56014], [3.53630, -1.50553, -0.88537], [0.90796, -3.61256, -5.05071], [0.00668, -4.13876, -5.69786], [0.63133, -2.45087, -4.36911], [2.14583, -4.11011, -5.05815], [-0.33823, -2.17463, -4.41413], [1.23752, -1.72459, -4.29385], [2.45516, -4.79567, -5.67046], [2.82674, -3.64387, -4.46387], [2.32928, -2.94851, 3.07233], [3.33560, -3.00405, 2.31418], [1.09778, -2.78438, 2.52169], [2.33997, -2.93486, 4.46545], [1.13383, -2.69630, 1.53443], [0.35975, -2.36178, 3.00337], [3.17953, -2.90700, 4.97968], [1.45122, -3.13282, 4.95843], [-4.93523, 0.78969, 4.84284], [-4.10631, -0.01454, 5.23555], [-5.65826, 0.71045, 3.75123], [-5.12353, 2.00247, 5.48460], [-6.13946, 1.51797, 3.46396], [-5.73066, -0.08246, 3.17511], [-4.38671, 2.30619, 6.12267], [-5.82452, 2.59919, 5.16169], [0.55762, -4.73866, -0.58515], [1.07588, -3.65716, -0.32888], [1.36726, -5.83237, -0.64877], [-0.77304, -4.83264, -0.76263], [2.34342, -5.63986, -0.41968], [1.00942, -6.75694, -0.72163], [-1.25837, -3.95678, -1.01885], [-1.13723, -5.56399, -1.33767], [3.91460, -3.84148, -0.58636], [2.98932, -3.53892, -0.45570], [4.30430, -3.65356, 0.30061], [-2.66982, -0.41715, -3.66223], [-2.55683, -1.30624, -4.06542], [-2.75653, -0.58103, -2.75385]],
  "forces_ev_per_angstrom": [[-0.36, -0.23, 1.06], [-0.82, 0.15, -1.14], [2.02, -0.17, -0.12], [0.19, 0.61, 1.60], [0.18, -0.09, -0.16], [0.56, 0.13, 0.42], [-0.57, 0.04, -0.44], [-0.14, -0.21, -0.33], [-0.58, 0.28, 0.27], [-0.09, -0.69, -0.61], [-0.13, 0.26, 0.87], [-0.30, 0.01, -1.43], [1.95, -2.43, -1.87], [-0.96, -0.40, 2.61], [-1.46, 1.87, 0.00], [0.33, 0.73, -1.50], [-0.37, 0.25, 0.42], [-0.18, 0.11, -0.53], [-1.53, 1.03, 0.48], [0.38, 0.21, -0.71], [1.10, -0.64, 0.58], [0.43, -0.03, -0.36], [0.44, -0.07, -0.25], [0.21, -0.63, 0.79], [0.24, -0.15, 0.25], [0.36, 0.79, 1.46], [-0.83, -1.30, -1.03], [-0.55, -1.76, -0.54], [0.09, 0.69, 0.67], [0.38, -0.09, -1.04], [0.20, -0.36, -0.18], [-0.25, 0.58, -0.81], [-0.24, 0.10, 0.61], [-0.10, 1.32, 0.68], [0.20, 0.36, -0.04], [0.70, 0.25, -0.35], [0.29, 1.83, -1.92], [0.01, -0.97, 0.48], [-0.38, 0.17, -1.54], [-1.05, 0.20, -1.43], [1.32, -0.90, 0.87], [0.04, 0.16, 0.88], [-1.20, -0.72, 0.43], [0.22, 0.13, 0.07], [1.09, -0.19, 0.34], [-0.19, 0.22, 0.47], [0.02, -0.31, 0.68], [-0.15, 0.38, 0.74], [1.82, -1.24, 1.25], [-1.19, 0.03, -1.30], [1.68, 0.42, 1.14], [0.47, -0.10, -0.22], [-0.43, 0.69, 0.13], [0.29, 0.10, -0.16], [-0.78, -0.56, -0.84], [-0.40, -0.17, -0.20], [0.09, -0.03, 0.10], [-0.68, 0.21, -0.41], [-0.20, 0.06, -0.20], [-0.89, 0.77, 0.92], [1.09, 0.27, 0.03], [-1.93, -1.20, -0.88], [0.30, -0.83, 0.05], [0.57, 0.34, 0.61], [-0.09, 0.03, 0.53], [-0.78, -0.23, 0.05], [-0.39, 0.37, -0.02], [0.21, 0.39, 0.68], [-0.14, 0.68, 0.87], [0.28, -0.03, -1.11], [0.53, 0.26, 0.25], [0.54, 0.01, -1.00], [-0.29, 0.63, 1.45], [-0.62, -0.08, -1.45], [-0.41, -0.82, 1.45], [-0.84, -0.07, -0.32], [0.24, -0.38, -0.18], [0.18, 0.22, -0.49], [-0.62, -0.05, -0.19], [0.57, -0.36, 1.55], [0.38, 0.83, -0.15], [0.48, 0.23, -1.92], [0.56, -0.24, 0.77], [0.44, -0.28, -0.28], [0.55, -1.01, 0.44], [-0.28, -0.76, 0.43], [0.81, 0.89, -1.00], [-0.36, 0.52, -0.22], [-0.48, 0.24, -0.66], [0.34, -0.15, 0.37], [0.22, 0.26, 0.04], [-1.67, 0.51, -0.20], [-0.82, -0.06, 0.42], [0.81, -0.04, -0.20], [0.99, 0.04, 0.57], [-0.11, -0.43, 0.04], [0.11, -0.17, 0.87], [-1.91, -0.74, -0.86], [-1.21, 0.63, -0.70], [0.01, -0.11, -0.55], [0.75, 0.12, -0.10], [0.21, -0.33, -0.14], [-0.10, 0.49, 0.25], [0.31, 0.11, 1.14], [0.01, -0.35, -0.03], [0.58, -0.20, -0.02], [0.65, 0.55, 0.10], [0.83, 0.05, 0.06], [0.14, 1.86, 1.32], [1.68, -2.48, -0.40], [-1.82, -0.10, -1.58], [0.59, 1.91, 1.36], [0.28, -0.31, 0.05], [-0.19, -0.79, -0.38], [-0.77, 0.20, -0.28], [0.13, -0.71, -0.13], [-2.29, -0.44, 0.16], [0.45, 0.58, 0.20], [0.73, 1.67, 0.92], [-0.56, -1.79, -0.90], [0.51, -0.18, -0.12], [-0.13, 0.00, 0.10], [0.91, -0.34, -0.30], [0.08, 0.47, -0.03], [-0.33, -0.34, -0.35], [0.10, -0.23, -0.75], [0.35, 1.93, 0.09], [-0.26, 1.46, -0.66], [-0.31, -1.86, 0.48], [0.11, -0.55, -0.34], [0.33, 0.15, 0.58], [0.39, -0.57, 0.75], [-1.07, 0.47, -1.27], [-0.91, -0.70, -0.08], [-1.74, -2.45, 0.27], [0.72, 2.29, 2.26], [0.26, -0.04, -0.07], [2.21, 2.27, 0.32], [0.07, -1.24, -1.14], [0.19, -0.54, -0.15], [0.63, 0.81, 0.46], [-0.77, -0.27, 1.39], [1.32, -0.74, -0.21], [-1.40, -0.48, -1.67], [-0.16, -0.11, -0.71], [-1.07, 0.38, 0.99], [0.91, -0.19, 0.16], [0.69, 0.50, -0.46], [0.45, 2.50, 1.05], [0.49, -0.76, 0.36], [-0.86, -0.49, -0.55], [1.48, -1.89, 1.11], [-0.49, 0.73, -0.64], [0.07, -1.14, -0.69], [-0.66, 0.11, -0.59], [-0.76, 1.13, -0.16], [1.05, -0.34, 0.01], [0.42, 1.42, 0.20], [-0.16, 0.70, 0.03], [-1.44, 0.46, -0.76], [-0.52, -0.36, -0.16], [-0.01, -0.44, -0.01], [0.72, -0.42, 0.63], [0.08, -0.68, -0.06], [0.08, 0.57, 1.11], [-0.02, -0.39, -0.13], [-0.33, -0.30, -0.73], [0.13, -0.17, -2.14], [-0.20, 0.18, 0.12], [-0.32, -0.43, 2.12]],
  "mulliken_charge": [-1.540, 0.818, -1.310, -0.468, 0.396, 0.327, 0.388, 0.088, 0.304, 0.326, 0.393, 0.353, -1.757, 0.960, -1.146, -0.224, 0.428, 0.411, 0.377, -0.016, 0.603, 0.213, 0.193, -0.011, -1.932, 2.546, -1.633, -0.564, 0.417, 0.537, 0.279, -1.103, 0.356, 0.435, 0.373, 0.288, -1.413, 1.295, -1.461, -0.530, 0.509, 0.425, 0.093, -0.304, 0.396, 0.363, 0.305, 0.354, -0.625, 1.324, -1.826, -0.546, -0.253, 0.444, 0.199, -0.197, 0.398, 0.307, 0.375, 0.079, -0.719, 0.672, -1.367, -0.465, -0.392, 0.410, 0.426, 0.178, 0.370, 0.349, 0.298, 0.220, 0.528, 3.668, -2.364, -0.526, -0.887, -0.451, -0.111, -1.509, 0.403, 0.560, 0.961, -0.185, -0.531, 0.053, -0.612, -0.567, -0.185, 0.456, 0.268, 0.324, 0.538, 0.026, -0.149, 0.293, -1.603, 0.579, -0.828, -0.386, 0.386, 0.403, 0.431, 0.179, -0.056, 0.232, 0.388, 0.223, 0.462, -0.807, -0.075, -0.243, 0.244, 0.156, 0.079, 0.267, 0.032, -0.729, -0.196, 1.113, 0.134, 0.235, -0.062, -0.203, 0.596, -0.739, -0.239, 0.105, 0.172, 0.124, -0.019, 0.090, 0.616, -0.782, 0.006, -0.205, -0.070, 0.257, 0.206, 0.066, 0.350, -0.786, -0.062, -0.292, 0.068, 0.288, 0.197, 0.282, 0.842, -0.768, -0.188, -0.414, 0.055, 0.161, 0.206, 0.151, 0.306, -0.557, -0.360, -0.397, 0.193, 0.170, 0.128, 0.235, -0.592, 0.201, 0.336, -0.665, 0.272, 0.304],
  "e_tot_ha": -3479.01400,
  "total_charge": 0,
  "e_above_lowest_kcal_mol": 6.2,
  "homo_lumo_gap_ev": 9.8
}